A molecular structure, C41H50GaIN2O2. Source: the Open Molecules 2025 dataset; level of theory: ωB97M-V with the def2-TZVPD basis set.

Structure (XYZ):
```
97
Properties=species:S:1:pos:R:3:lowdin_charge:R:1
Ga 0.09 1.88 0.15 -0.042
C -2.92 -3.60 -3.94 -0.036
C -1.88 -3.78 -2.82 -0.555
C -0.73 -4.68 -3.31 -0.038
C -2.55 -4.47 -1.63 -0.062
C -1.34 -2.40 -2.46 -0.153
C -1.49 -1.84 -1.22 0.059
C -1.01 -0.54 -0.96 -0.132
N -0.93 0.07 0.22 0.140
C -1.37 -0.23 1.45 -0.146
C -2.41 -1.10 1.83 0.044
C -2.71 -1.29 3.15 -0.149
C -1.87 -0.70 4.13 0.064
C -0.87 0.18 3.84 -0.074
C -0.69 0.55 2.47 -0.238
O 0.05 1.52 2.12 -0.074
C 0.07 0.75 4.88 -0.533
C 0.02 2.29 4.90 -0.031
C -0.25 0.26 6.30 -0.062
C 1.49 0.27 4.52 -0.027
C -3.93 -2.10 3.55 -0.555
C -5.18 -1.33 3.10 -0.037
C -3.89 -3.47 2.86 -0.042
C -4.03 -2.32 5.06 -0.062
C -0.39 0.23 -2.03 -0.220
O -0.02 1.42 -1.79 -0.071
C -0.20 -0.39 -3.30 -0.069
C -0.68 -1.66 -3.47 0.054
C 0.56 0.36 -4.38 -0.529
C -0.07 1.74 -4.62 -0.029
C 0.56 -0.40 -5.71 -0.060
C 2.01 0.52 -3.90 -0.023
H -3.37 -4.56 -4.18 0.086
H -2.46 -3.21 -4.84 0.079
H -3.70 -2.92 -3.62 0.093
H -1.12 -5.66 -3.57 0.086
H 0.02 -4.79 -2.53 0.092
H -0.25 -4.27 -4.19 0.076
H -2.92 -5.44 -1.94 0.086
H -3.39 -3.89 -1.26 0.083
H -1.84 -4.62 -0.81 0.089
H -1.92 -2.40 -0.40 0.090
H -3.01 -1.56 1.06 0.108
H -2.05 -0.95 5.16 0.091
H -1.01 2.63 5.03 0.094
H 0.40 2.70 3.97 0.076
H 0.62 2.66 5.72 0.085
H -1.25 0.59 6.60 0.088
H 0.47 0.69 6.99 0.086
H -0.19 -0.82 6.37 0.085
H 1.78 0.63 3.54 0.081
H 1.51 -0.82 4.51 0.091
H 2.21 0.63 5.25 0.087
H -5.19 -1.17 2.03 0.081
H -5.22 -0.35 3.59 0.092
H -6.08 -1.88 3.38 0.085
H -3.96 -3.38 1.78 0.068
H -4.73 -4.08 3.20 0.085
H -2.96 -3.99 3.10 0.092
H -4.14 -1.38 5.59 0.087
H -3.16 -2.85 5.44 0.090
H -4.92 -2.92 5.27 0.086
H -0.53 -2.14 -4.42 0.098
H -1.13 1.63 -4.86 0.094
H 0.43 2.22 -5.46 0.086
H 0.04 2.38 -3.75 0.076
H -0.46 -0.56 -6.06 0.089
H 1.08 -1.35 -5.63 0.083
H 1.08 0.20 -6.46 0.087
H 2.06 1.06 -2.96 0.068
H 2.59 1.07 -4.64 0.089
H 2.48 -0.46 -3.76 0.092
N 1.96 1.73 0.16 0.134
C 2.88 2.42 -0.36 -0.328
C 2.64 3.67 -1.11 -0.190
C 1.69 4.58 -0.64 -0.086
C 1.30 5.66 -1.42 -0.081
C 1.87 5.84 -2.67 -0.085
C 2.85 4.98 -3.12 -0.078
C 3.24 3.90 -2.34 -0.036
C 4.27 1.94 -0.20 -0.178
C 5.32 2.84 -0.02 -0.032
C 6.59 2.38 0.24 -0.084
C 6.84 1.02 0.31 -0.096
C 5.81 0.11 0.08 -0.084
C 4.53 0.57 -0.16 -0.031
H 1.27 4.44 0.35 0.082
H 0.55 6.34 -1.05 0.104
H 1.55 6.67 -3.28 0.100
H 3.30 5.13 -4.09 0.101
H 4.00 3.22 -2.70 0.118
H 5.12 3.90 -0.05 0.116
H 7.40 3.08 0.42 0.101
H 7.83 0.66 0.53 0.098
H 6.01 -0.95 0.12 0.100
H 3.72 -0.12 -0.32 0.105
I -1.79 3.58 0.13 0.457
```

Kohn-Sham gap (alpha / beta)   0.193 / 0.193 Ha


6 unconnected molecules or ions with the total composition C41H50INOSi. Source: the Open Molecules 2025 dataset; level of theory: ωB97M-V with the def2-TZVPD basis set.

Structure (XYZ):
```
95
Properties=species:S:1:pos:R:3:lowdin_charge:R:1
C 3.49 4.91 2.40 0.016
C 2.83 4.11 3.07 -0.170
Si 1.83 3.12 4.35 0.577
C 1.37 1.42 3.63 -0.278
C 0.42 1.47 2.34 -0.220
C -0.17 -0.02 2.16 -0.245
C 0.33 -0.74 0.84 -0.136
C 2.96 2.85 5.88 -0.262
C 2.34 1.84 6.96 -0.244
C 2.78 0.33 6.73 -0.280
N 2.11 -0.47 7.82 -0.036
C 0.34 4.20 4.86 -0.246
C -1.04 3.45 4.93 -0.827
O -1.23 2.49 5.63 -0.011
I -2.66 4.26 3.68 0.794
H 4.30 5.60 2.05 0.048
H 0.93 0.78 4.43 0.068
H 2.36 0.95 3.27 0.100
H -0.48 2.12 2.55 0.063
H 0.95 1.77 1.40 0.110
H -1.30 0.02 2.15 0.106
H 0.10 -0.68 3.05 0.085
H -0.41 -1.58 0.63 0.078
H 0.31 -0.09 -0.08 0.073
H 1.33 -1.27 0.96 0.062
H 3.02 3.88 6.39 0.082
H 4.01 2.59 5.58 0.087
H 2.77 2.14 7.96 0.113
H 1.22 1.96 7.03 0.096
H 2.45 -0.06 5.71 0.087
H 3.91 0.21 6.81 0.118
H 1.97 -1.44 7.52 0.053
H 1.15 -0.10 7.93 0.060
H 0.58 4.63 5.89 0.095
H 0.27 5.07 4.12 0.073
C -1.64 9.73 7.45 -0.098
C -0.70 8.72 7.25 -0.096
C -1.06 7.58 6.54 -0.091
C -2.35 7.45 6.03 -0.103
C -3.28 8.46 6.23 -0.091
C -2.92 9.60 6.94 -0.097
H -1.36 10.62 8.00 0.100
H 0.30 8.83 7.64 0.100
H -0.33 6.79 6.39 0.079
H -2.62 6.56 5.47 0.007
H -4.28 8.36 5.83 0.102
H -3.65 10.39 7.10 0.100
C 2.54 -1.10 -2.38 -0.102
C 2.85 -0.35 -3.50 -0.096
C 2.38 -0.74 -4.75 -0.093
C 1.58 -1.87 -4.87 -0.093
C 1.26 -2.62 -3.75 -0.094
C 1.74 -2.24 -2.50 -0.098
H 2.91 -0.80 -1.40 0.096
H 3.47 0.54 -3.41 0.100
H 2.63 -0.15 -5.63 0.101
H 1.21 -2.17 -5.85 0.081
H 0.64 -3.50 -3.84 0.100
H 1.50 -2.82 -1.62 0.097
C 0.98 -3.67 4.18 -0.098
C 0.58 -4.99 4.09 -0.095
C 1.16 -5.84 3.15 -0.095
C 2.17 -5.35 2.32 -0.095
C 2.58 -4.03 2.41 -0.098
C 1.98 -3.19 3.34 -0.109
H 0.52 -3.01 4.91 0.097
H -0.20 -5.37 4.74 0.101
H 0.84 -6.87 3.07 0.101
H 2.63 -6.01 1.59 0.101
H 3.36 -3.65 1.76 0.101
H 2.29 -2.15 3.42 0.090
C -1.75 -1.17 -10.01 -0.109
C -0.78 -2.03 -10.50 -0.103
C -0.12 -2.90 -9.64 -0.093
C -0.45 -2.91 -8.28 -0.117
C -1.42 -2.05 -7.80 -0.096
C -2.07 -1.17 -8.66 -0.097
H -2.26 -0.49 -10.69 0.103
H -0.53 -2.03 -11.56 0.103
H 0.64 -3.57 -10.02 0.104
H 0.06 -3.59 -7.61 0.098
H -1.67 -2.06 -6.74 0.104
H -2.83 -0.50 -8.28 0.103
C -3.14 -5.37 -9.03 -0.087
C -3.57 -4.36 -9.88 -0.080
C -4.73 -4.53 -10.62 -0.090
C -5.47 -5.70 -10.51 -0.101
C -5.05 -6.71 -9.65 -0.102
C -3.88 -6.54 -8.91 -0.098
H -2.23 -5.24 -8.45 0.090
H -3.00 -3.44 -9.97 0.071
H -5.06 -3.74 -11.30 0.100
H -6.38 -5.83 -11.08 0.098
H -5.63 -7.62 -9.55 0.098
H -3.54 -7.33 -8.25 0.099
```

Structure (SMILES)   C#C[Si@@](CCCC)(CCCN)CC(=O)I.c1ccccc1.c1ccccc1.c1ccccc1.c1ccccc1.c1ccccc1
Kohn-Sham gap   0.341 Ha


A molecular structure, C41H51BN6O2S2Si4Ti. Source: the Open Molecules 2025 dataset; level of theory: ωB97M-V with the def2-TZVPD basis set.

Structure (XYZ):
```
108
Properties=species:S:1:pos:R:3:lowdin_charge:R:1
Ti 0.18 0.50 -0.55 0.932
C 2.25 -2.35 -5.09 -0.036
C 1.81 -2.27 -3.76 -0.011
N 1.68 -1.11 -3.15 0.167
C 1.96 0.06 -3.81 -0.052
C 2.52 0.04 -5.09 -0.153
C 2.67 -1.21 -5.73 -0.008
C 2.93 1.26 -5.67 -0.060
C 2.71 2.43 -5.00 -0.069
C 1.89 2.46 -3.85 -0.011
C 1.47 1.30 -3.25 -0.191
N 0.40 1.20 -2.40 -0.074
C -0.85 1.39 -2.97 -0.217
C -1.14 2.19 -4.07 -0.030
C -2.42 2.22 -4.63 -0.119
C -3.42 1.43 -4.10 -0.083
C -3.16 0.60 -3.01 -0.195
C -4.19 -0.21 -2.39 -0.060
C -3.83 -1.17 -1.54 -0.108
C -2.37 -1.46 -1.29 -0.370
N -1.54 -0.25 -1.35 -0.092
C -1.90 0.58 -2.41 -0.217
H 2.33 -3.33 -5.56 0.102
H 1.61 -3.14 -3.14 0.140
H 3.10 -1.25 -6.72 0.114
H 3.44 1.25 -6.63 0.101
H 3.01 3.37 -5.45 0.100
H 1.50 3.40 -3.47 0.112
H -0.35 2.79 -4.50 0.095
H -2.63 2.89 -5.46 0.084
H -4.43 1.46 -4.51 0.093
H -5.24 0.02 -2.59 0.100
H -4.59 -1.77 -1.04 0.079
H -2.06 -2.11 -2.14 0.116
C 4.19 1.59 4.09 -0.431
S 4.44 0.54 2.65 0.751
C 2.86 0.70 1.87 -1.061
S 1.67 -0.51 2.26 0.544
N 2.71 1.68 1.05 -0.080
N 1.58 1.80 0.37 -0.192
C 1.53 3.05 -0.27 -0.172
C 0.33 3.52 -0.68 -0.356
C 0.13 4.79 -1.34 -0.085
C -1.11 5.19 -1.71 -0.139
C -2.23 4.34 -1.45 -0.128
C -1.97 3.12 -0.86 -0.199
N -0.77 2.68 -0.47 0.001
H 5.15 1.68 4.62 0.013
H 3.87 2.58 3.76 0.029
H 3.45 1.17 4.77 0.008
H 2.45 3.63 -0.33 0.097
H 1.00 5.42 -1.53 0.092
H -1.26 6.14 -2.22 0.081
H -3.23 4.59 -1.77 0.071
H -2.79 2.42 -0.72 0.098
O 1.42 -2.46 -1.08 0.021
B 1.57 -1.04 -1.49 -0.608
O 2.97 -0.68 -1.11 0.074
C 3.54 -1.80 -0.65 -0.250
C 4.84 -1.97 -0.20 -0.014
C 5.23 -3.25 0.20 -0.123
C 4.34 -4.32 0.18 -0.130
C 3.01 -4.12 -0.23 -0.017
C 2.64 -2.86 -0.64 -0.249
H 5.51 -1.13 -0.16 0.111
H 6.24 -3.41 0.57 0.086
H 4.66 -5.30 0.52 0.082
H 2.29 -4.93 -0.21 0.105
C -3.50 -2.15 1.51 -0.177
Si -2.34 -2.71 0.14 0.512
C -3.13 -4.23 -0.66 -0.195
C -0.73 -3.40 0.79 -0.186
Si -0.57 -0.04 2.20 0.303
Si -1.56 1.88 3.20 0.341
C -0.61 3.48 2.94 -0.216
C -3.21 1.95 2.26 -0.241
C -2.15 1.95 5.00 -0.236
Si -0.41 -1.38 4.19 0.287
C -2.07 -1.80 5.02 -0.236
C 0.54 -0.48 5.55 -0.230
C 0.44 -3.07 4.10 -0.242
H -4.47 -2.64 1.41 0.026
H -3.66 -1.07 1.49 0.021
H -3.11 -2.39 2.50 -0.003
H -4.18 -4.06 -0.95 0.017
H -3.11 -5.07 0.04 0.025
H -2.58 -4.52 -1.56 0.027
H -1.00 -4.00 1.67 0.024
H 0.06 -2.70 1.07 -0.014
H -0.31 -4.08 0.05 0.030
H -0.25 3.59 1.91 0.002
H 0.26 3.51 3.60 0.023
H -1.25 4.34 3.17 0.023
H -3.11 1.66 1.22 -0.010
H -3.63 2.97 2.30 0.028
H -3.92 1.27 2.73 0.016
H -1.37 1.77 5.74 -0.005
H -2.97 1.25 5.18 0.006
H -2.54 2.96 5.18 0.019
H -2.81 -1.00 4.95 0.002
H -1.89 -2.01 6.09 0.020
H -2.51 -2.70 4.58 0.004
H -0.04 0.33 6.00 -0.006
H 1.49 -0.06 5.21 -0.006
H 0.77 -1.20 6.35 0.021
H -0.19 -3.81 3.61 -0.003
H 0.62 -3.41 5.13 0.019
H 1.40 -3.03 3.58 0.007
```

Total charge   -2
Kohn-Sham gap   0.141 Ha


A molecular structure, C41H51BeBrNO4Se. Source: the Open Molecules 2025 dataset; level of theory: ωB97M-V with the def2-TZVPD basis set.

Structure (XYZ):
```
100
Properties=species:S:1:pos:R:3:lowdin_charge:R:1
Be 0.43 -1.76 0.10 0.023
C 0.03 5.30 2.01 -0.053
C 1.01 4.51 2.88 -0.562
C 0.48 4.47 4.32 -0.055
C 2.35 5.25 2.88 -0.075
C 1.14 3.08 2.34 -0.186
C 0.02 2.27 2.26 -0.087
C 0.10 0.97 1.76 -0.391
Se -1.52 -0.05 1.70 1.160
C -2.06 0.36 -0.10 -0.390
C -3.07 1.29 -0.28 -0.087
C -3.53 1.63 -1.55 -0.187
C -2.92 0.98 -2.62 0.016
C -1.91 0.04 -2.49 -0.081
C -1.45 -0.29 -1.19 -0.306
O -0.50 -1.18 -1.04 -0.089
C -1.27 -0.62 -3.71 -0.526
C 0.22 -0.24 -3.78 -0.038
C -1.44 -2.15 -3.65 -0.035
C -1.91 -0.16 -5.03 -0.081
C -4.63 2.68 -1.71 -0.562
C -5.01 2.90 -3.17 -0.075
C -5.89 2.22 -0.96 -0.055
C -4.16 4.02 -1.12 -0.053
C 1.32 0.42 1.32 -0.305
O 1.41 -0.81 0.87 -0.085
C 2.47 1.25 1.39 -0.080
C 2.34 2.54 1.90 0.017
C 3.81 0.74 0.85 -0.520
C 4.93 1.77 1.01 -0.080
C 4.26 -0.53 1.58 -0.034
C 3.66 0.48 -0.66 -0.037
H -0.08 6.32 2.38 0.078
H -0.95 4.83 1.99 0.074
H 0.39 5.35 0.98 0.089
H 0.37 5.48 4.72 0.077
H 1.17 3.92 4.97 0.087
H -0.49 3.97 4.37 0.075
H 2.21 6.26 3.28 0.079
H 2.76 5.34 1.88 0.084
H 3.09 4.74 3.51 0.084
H -0.95 2.63 2.57 0.092
H -3.49 1.77 0.60 0.091
H -3.26 1.23 -3.62 0.079
H 0.72 -0.46 -2.85 0.061
H 0.33 0.83 -3.98 0.088
H 0.71 -0.79 -4.60 0.082
H -1.02 -2.56 -2.74 0.066
H -0.96 -2.61 -4.51 0.081
H -2.50 -2.40 -3.68 0.089
H -1.80 0.92 -5.18 0.081
H -2.97 -0.41 -5.07 0.083
H -1.41 -0.66 -5.86 0.080
H -5.38 1.99 -3.64 0.085
H -4.16 3.27 -3.75 0.084
H -5.80 3.66 -3.23 0.079
H -6.25 1.28 -1.36 0.088
H -6.68 2.97 -1.05 0.078
H -5.69 2.07 0.10 0.075
H -3.26 4.37 -1.64 0.088
H -3.91 3.92 -0.07 0.074
H -4.94 4.78 -1.22 0.078
H 3.23 3.15 1.94 0.078
H 5.11 2.02 2.06 0.083
H 4.73 2.70 0.46 0.081
H 5.86 1.35 0.61 0.080
H 4.43 -0.32 2.64 0.088
H 5.20 -0.90 1.15 0.078
H 3.52 -1.32 1.50 0.068
H 3.42 1.40 -1.18 0.090
H 2.86 -0.24 -0.84 0.063
H 4.59 0.08 -1.07 0.078
N 1.57 -2.79 -1.11 0.137
C 2.86 -3.22 -0.71 -0.264
C 3.99 -2.86 -1.43 -0.050
C 5.25 -3.25 -1.01 -0.103
C 5.40 -4.01 0.14 -0.114
C 4.27 -4.38 0.86 -0.085
C 3.01 -3.98 0.45 -0.014
H 1.58 -2.29 -1.98 0.101
H 0.90 -3.57 -1.17 0.087
H 3.88 -2.26 -2.33 0.111
H 6.12 -2.95 -1.58 0.098
H 6.38 -4.31 0.48 0.092
H 4.37 -4.97 1.76 0.101
H 2.13 -4.24 1.02 0.114
Br -0.50 -7.36 0.78 0.767
C -1.63 -6.17 1.74 -0.600
C -2.49 -6.74 2.66 -0.148
C -3.31 -5.92 3.43 -0.096
C -3.25 -4.55 3.29 -0.077
C -2.37 -3.99 2.38 -0.010
C -1.56 -4.79 1.58 -0.143
C -0.68 -4.08 0.56 -0.566
O -0.52 -4.58 -0.56 -0.007
O -0.18 -2.99 0.99 -0.017
H -2.52 -7.81 2.78 0.088
H -3.99 -6.37 4.14 0.098
H -3.88 -3.90 3.89 0.101
H -2.28 -2.92 2.27 0.082
```

Total charge   -1
Kohn-Sham gap   0.266 Ha


| no. | strongest force on any atom (hartree/bohr) | E_tot (Ha) |
| --- | --- | --- |
| 1 | 0.02052 | -4074.9138 |
| 2 | 0.04057 | -2309.3871 |
| 3 | 0.02581 | -4900.8069 |
| 4 | 0.00374 | -6939.1903 |